Entry 1:
DFT (ωB97M-V/def2-TZVPD) results for C20H47BaN3O12Sr2 as an isolated structure in a non-equilibrium geometry.

```
85
Properties=species:S:1:pos:R:3:forces:R:3
Sr -2.791152 1.710977 3.575478 -0.8 0.3 -1.7
Sr 0.705242 -0.888779 5.789435 -0.6 0.5 -1.3
Ba 2.677945 -3.592639 2.823898 -0.6 -0.2 -1.2
O -0.628829 -0.931092 1.639193 0.6 -0.6 -0.2
C -0.174909 -0.725069 2.816241 -0.1 -0.2 -0.5
O -0.639832 0.228776 3.499462 0.3 0.0 2.3
O 0.743097 -1.518930 3.272497 0.5 0.0 1.6
H -1.479583 -0.345353 1.476114 -0.9 0.5 -0.3
O -3.975574 -0.920332 0.166326 0.5 -0.1 0.8
C -3.904710 -0.153065 1.256735 -1.0 1.2 -1.0
O -2.741559 0.406265 1.498556 1.7 -0.5 0.6
O -4.898343 0.174769 1.877619 0.2 -0.3 0.8
H -3.091667 -0.906927 -0.236134 -0.4 -0.3 -0.6
C -2.042454 -1.913782 -3.279895 -0.6 -1.2 -0.2
O -2.302789 -1.043224 -2.202206 0.7 0.4 0.1
C -1.121691 -0.483035 -1.655221 -0.3 0.3 0.0
C -0.118866 0.120482 -2.627035 0.2 0.4 0.4
N 0.946272 -0.788187 -3.083728 -0.3 0.6 -0.3
C 2.119989 -0.028091 -3.546206 0.1 0.3 0.1
C 3.265864 -0.963699 -3.834100 0.4 -0.8 0.4
O 4.191935 -0.323350 -4.637392 0.2 0.3 -0.2
C 5.157712 -1.189654 -5.219471 -0.3 -0.3 -0.1
H -1.270435 -1.571790 -3.963554 -0.2 0.3 0.0
H -2.970693 -2.055527 -3.829689 0.0 0.2 0.0
H -1.761939 -2.921939 -2.932997 0.2 0.2 0.1
H -0.605673 -1.199982 -0.992941 0.1 -0.2 -0.2
H -1.456152 0.347560 -1.019908 -0.2 -0.1 0.0
H 0.329260 0.932829 -2.041324 0.3 -0.2 -0.2
H -0.636556 0.646121 -3.437303 -0.1 -0.2 -0.1
H 0.592417 -1.230503 -3.927951 0.1 -0.3 0.2
H 2.424910 0.689791 -2.778921 -0.1 -0.1 0.1
H 1.922998 0.576629 -4.438487 -0.1 -0.1 -0.1
H 2.909492 -1.926192 -4.243741 -0.1 0.3 -0.4
H 3.758985 -1.280567 -2.887125 -0.1 0.2 -0.1
H 6.082380 -0.645697 -5.380758 0.0 0.1 0.1
H 4.799670 -1.557792 -6.184412 0.0 0.0 0.0
H 5.330474 -2.052093 -4.564786 0.2 0.1 0.0
C 5.495507 -3.145957 0.898976 1.2 -0.3 1.1
O 4.130088 -2.746812 0.861706 -0.2 -0.1 0.0
C 3.605610 -2.730758 -0.479814 0.8 -1.5 -1.2
C 2.175570 -2.302030 -0.489111 0.0 1.2 0.7
N 1.343734 -2.979505 0.555105 0.1 0.2 -1.4
C 0.629978 -4.131812 -0.029345 0.1 -1.0 1.1
C -0.405634 -4.607106 0.985697 0.3 0.1 -0.8
O 0.203710 -4.715679 2.286484 0.2 0.0 0.1
C -0.724131 -5.154800 3.290602 0.0 0.4 0.0
H 6.201157 -2.346571 0.672170 -0.3 0.2 -0.3
H 5.762349 -4.038105 0.327656 -0.5 0.1 -0.4
H 5.743665 -3.430517 1.935310 -0.2 0.1 0.0
H 3.776519 -3.735303 -0.904429 -0.5 -0.2 0.4
H 4.257420 -2.185133 -1.168222 -0.3 0.8 0.5
H 1.720022 -2.324081 -1.482736 0.2 -0.3 -0.1
H 2.159524 -1.230850 -0.244868 0.0 -0.1 0.0
H 0.621188 -2.295808 0.771968 0.0 -0.1 0.1
H 1.330081 -4.954815 -0.217915 0.1 0.1 0.1
H 0.130587 -3.979018 -0.989640 0.0 0.5 0.1
H -0.759294 -5.571445 0.615621 -0.3 0.0 0.4
H -1.210885 -3.870170 1.048238 -0.2 -0.2 0.0
H -0.933463 -6.218687 3.210588 0.1 -0.1 0.1
H -1.665984 -4.599942 3.236680 0.0 0.0 -0.3
H -0.283503 -4.895840 4.260182 0.1 -0.4 0.0
C -2.686146 7.038868 -0.746439 0.5 -0.1 -0.4
O -2.268267 5.810530 -0.145146 -0.1 0.3 0.3
C -3.171865 4.754938 -0.398762 0.7 0.4 0.0
C -2.789823 3.599202 0.493106 0.3 -1.0 -0.1
N -3.400010 3.622331 1.851482 0.0 0.0 -0.9
C -3.077306 4.853970 2.584457 -1.4 -0.1 1.2
C -1.611507 4.958540 2.919149 -0.4 -0.6 0.5
O -1.158152 3.601751 3.276181 0.1 0.2 -0.1
C 0.218772 3.616340 3.624453 0.2 0.2 0.8
H -1.915762 7.779199 -0.545974 -0.1 0.0 0.4
H -3.661643 7.335229 -0.360583 0.0 0.2 0.0
H -2.709043 6.969935 -1.840583 -0.3 -0.3 0.1
H -3.066369 4.489205 -1.455453 -0.4 -0.2 0.0
H -4.206954 5.057548 -0.177580 0.0 0.0 -0.2
H -1.706234 3.494892 0.610532 0.0 0.4 -0.1
H -3.068692 2.658060 0.011236 -0.3 0.1 0.2
H -4.397419 3.597643 1.638240 -0.1 0.1 0.5
H -3.651345 4.790147 3.529178 0.3 -0.2 0.1
H -3.522335 5.778476 2.208273 0.6 0.0 -0.7
H -1.534738 5.510802 3.854561 0.3 0.6 -0.3
H -1.011582 5.352524 2.101860 0.1 0.0 0.1
H 0.470823 2.634030 4.038141 0.1 -0.1 -0.4
H 0.418925 4.316806 4.445761 -0.2 0.1 -0.2
H 0.857622 3.892869 2.786739 0.0 -0.2 -0.1
```
Positions in Å, forces in eV/Å.

Properties
- Highest occupied orbital energy: -16.481 eV
- Orbital gap: 2.9 eV
- Multiplicity: 1
- Total charge: +4
- Max |F|: 0.044 Eh/bohr

In the Mulliken picture, each atom carries the following charge in e: atom 1 (Sr): 2.00, atom 2 (Sr): 1.73, atom 3 (Ba): 1.82, atom 4 (O): -0.19, atom 5 (C): 0.35, atom 6 (O): -0.74, atom 7 (O): -0.75, atom 8 (H): 0.23, atom 9 (O): -0.51, atom 10 (C): 0.76, atom 11 (O): -0.71, atom 12 (O): -0.64, atom 13 (H): 0.27, atom 14 (C): -0.68, atom 15 (O): -0.44, atom 16 (C): 1.15, atom 17 (C): -1.66, atom 18 (N): 0.08, atom 19 (C): -0.84, atom 20 (C): 0.20, atom 21 (O): -0.39, atom 22 (C): -0.67, atom 23 (H): 0.22, atom 24 (H): 0.33, atom 25 (H): 0.24, atom 26 (H): -0.18, atom 27 (H): -0.13, atom 28 (H): 0.55, atom 29 (H): 0.35, atom 30 (H): 0.30, atom 31 (H): 0.46, atom 32 (H): 0.40, atom 33 (H): 0.42, atom 34 (H): -0.41, atom 35 (H): 0.26, atom 36 (H): 0.28, atom 37 (H): 0.27, atom 38 (C): -0.79, atom 39 (O): -0.36, atom 40 (C): -1.42, atom 41 (C): -0.25, atom 42 (N): 0.38, atom 43 (C): -0.54, atom 44 (C): -0.62, atom 45 (O): -0.22, atom 46 (C): -0.78, atom 47 (H): 0.31, atom 48 (H): 0.37, atom 49 (H): 0.26, atom 50 (H): 0.35, atom 51 (H): 0.50, atom 52 (H): 0.45, atom 53 (H): 0.46, atom 54 (H): -0.15, atom 55 (H): 0.43, atom 56 (H): 0.23, atom 57 (H): 0.50, atom 58 (H): 0.25, atom 59 (H): 0.31, atom 60 (H): 0.32, atom 61 (H): 0.21, atom 62 (C): -0.81, atom 63 (O): -0.29, atom 64 (C): -0.80, atom 65 (C): -0.76, atom 66 (N): 0.03, atom 67 (C): -0.76, atom 68 (C): -0.71, atom 69 (O): -0.13, atom 70 (C): -0.77, atom 71 (H): 0.26, atom 72 (H): 0.35, atom 73 (H): 0.31, atom 74 (H): 0.54, atom 75 (H): 0.35, atom 76 (H): 0.18, atom 77 (H): 0.38, atom 78 (H): 0.30, atom 79 (H): 0.36, atom 80 (H): 0.32, atom 81 (H): 0.47, atom 82 (H): 0.48, atom 83 (H): 0.00, atom 84 (H): 0.39, atom 85 (H): 0.36



Entry 2:
DFT (ωB97M-V/def2-TZVPD) results for a 8-piece molecular cluster, C28H77ClN7O11 overall in a non-equilibrium geometry.

```
124
Properties=species:S:1:pos:R:3:forces:R:3
Cl -1.718539 -1.297957 0.768605 -0.5 -0.9 1.8
O -0.488749 -2.058672 0.853737 0.1 0.3 -0.7
O -1.966305 -0.806602 -0.562471 0.4 0.2 -0.3
O -2.802275 -2.134434 1.213486 -0.3 -0.4 -0.6
O -1.657769 -0.206630 1.709485 0.5 1.0 -0.1
C -5.011822 0.521780 -2.265908 -0.5 1.9 -0.3
C -4.214425 0.113708 -3.494101 0.3 -1.1 0.4
C -3.199040 1.164949 -3.994894 -0.2 0.5 0.8
O -3.754087 2.404531 -4.432976 -0.6 -0.2 -0.2
C -4.892383 2.385416 -5.299802 1.4 0.8 0.7
N -3.590851 -1.176271 -3.209011 0.9 0.3 -0.7
H -5.588505 -0.217090 -1.709473 0.0 -0.4 -0.7
H -5.670192 1.298051 -2.655864 -0.6 0.2 0.5
H -4.439034 1.005627 -1.474767 0.6 0.0 -0.2
H -4.868384 -0.170832 -4.318401 -0.4 0.7 -0.2
H -2.485694 0.738664 -4.700249 -0.3 -0.2 -0.5
H -2.584572 1.583357 -3.197733 0.2 -0.8 0.5
H -5.757257 1.958071 -4.792387 -0.1 -0.4 -0.5
H -4.566873 1.966178 -6.251850 -0.7 -0.4 -0.2
H -5.068784 3.453363 -5.428217 -0.3 -0.1 -0.3
H -4.363097 -1.752003 -2.905245 0.3 -0.4 0.3
H -2.962478 -1.024000 -2.433082 0.1 -0.5 0.4
C -3.101233 -2.700824 4.794187 0.0 0.6 1.7
C -1.884182 -2.072188 5.589905 0.2 -0.3 -2.1
C -0.494437 -2.686868 5.158620 -0.3 -0.5 0.8
O 0.559040 -1.859452 5.702131 -0.1 0.2 0.1
C 1.895051 -2.215781 5.395331 -0.5 -1.1 0.1
N -1.806993 -0.675064 5.147537 0.3 -0.4 0.7
H -4.081048 -2.535705 5.242299 0.1 0.2 1.3
H -3.067684 -3.790291 4.787765 0.3 0.0 -1.1
H -3.357644 -2.065891 3.946112 1.1 -0.9 -1.0
H -1.992260 -2.156971 6.671215 0.0 0.1 0.0
H -0.415693 -2.775980 4.075134 -0.1 0.3 -0.3
H -0.396775 -3.698323 5.552981 0.2 -0.3 0.2
H 2.130501 -2.125515 4.334897 -0.1 0.2 -0.2
H 2.053280 -3.252774 5.691492 0.0 -0.5 -0.2
H 2.640614 -1.691126 5.992804 -0.5 0.7 0.0
H -1.694244 -0.757114 4.147203 -0.6 0.2 -0.7
H -0.840736 -0.469322 5.357579 0.2 1.0 0.6
C 4.546588 -3.772423 2.289994 0.5 -0.5 0.9
C 3.753826 -4.151685 1.081623 -0.3 -2.2 -0.4
C 2.994304 -5.554674 1.242556 0.2 0.0 0.4
O 2.187634 -5.954500 0.099463 1.6 -0.1 -0.2
C 2.924299 -6.826504 -0.781812 0.2 -0.2 0.0
N 2.801992 -3.173425 0.734269 -0.8 0.8 -0.3
H 5.339841 -4.498811 2.466639 0.2 0.0 0.0
H 3.940592 -3.787854 3.195888 -0.3 0.0 0.1
H 5.003954 -2.783677 2.253904 -0.1 0.0 -0.4
H 4.393794 -4.244526 0.204173 0.4 -0.2 0.0
H 2.328813 -5.517671 2.105024 -0.6 0.7 -0.1
H 3.614705 -6.380434 1.590871 0.7 -0.2 -0.6
H 2.543799 -6.917404 -1.799188 -0.8 0.7 0.2
H 2.955253 -7.859769 -0.436138 -0.2 -0.1 0.6
H 3.967905 -6.553867 -0.938847 0.1 0.5 0.3
H 2.085294 -3.159852 1.445786 -0.4 0.3 0.2
H 2.353187 -3.577359 -0.075366 -0.6 0.5 -0.3
C 4.461897 -4.295180 -4.009465 -0.5 -1.4 1.1
C 3.859789 -2.932484 -3.807941 -1.1 -0.3 -1.6
C 2.606214 -2.790731 -2.884037 1.0 0.0 -0.6
O 2.144405 -1.441775 -2.911488 0.8 -0.6 -0.3
C 0.765729 -1.231480 -2.723415 -0.3 -1.2 0.0
N 4.963703 -2.138882 -3.403620 1.2 1.5 0.9
H 5.317408 -4.240385 -4.682670 -0.3 0.0 -0.4
H 3.752917 -5.081477 -4.268686 0.1 -0.1 -0.3
H 4.909031 -4.571335 -3.054526 0.0 -0.5 0.3
H 3.533149 -2.697537 -4.820960 -0.1 0.9 0.0
H 2.935573 -3.197821 -1.928056 0.0 0.8 0.8
H 1.864569 -3.536672 -3.169764 -0.5 0.2 -0.6
H 0.451218 -0.199128 -2.876498 0.6 0.1 0.1
H 0.458722 -1.563354 -1.731588 -0.2 0.1 0.1
H 0.229570 -1.825430 -3.463585 -0.4 -0.2 -0.1
H 5.699288 -2.085321 -4.093654 -0.4 0.3 -0.8
H 5.462822 -2.712593 -2.738914 -0.1 0.2 0.9
C 1.203750 5.953685 -1.197958 -1.0 -1.6 0.7
C -0.194963 5.509178 -1.723066 1.1 0.1 -0.5
C -1.199175 5.045471 -0.630062 0.4 0.1 -0.5
O -0.816843 3.883514 0.048868 1.1 -1.0 0.4
C -1.133508 2.635252 -0.600939 -1.0 1.1 -0.5
N -0.709492 6.630355 -2.489363 -1.5 0.8 -0.2
H 1.922639 6.100717 -2.003979 -0.2 0.4 0.0
H 1.589273 5.125344 -0.603544 0.2 -0.2 0.1
H 1.113406 6.776745 -0.489080 0.0 0.3 -0.4
H -0.062960 4.699411 -2.440665 0.3 -0.6 0.3
H -2.187363 4.814712 -1.027993 -0.3 0.5 -0.6
H -1.296240 5.857880 0.090131 0.0 -0.1 0.2
H -0.741292 1.766688 -0.071915 0.1 0.4 0.1
H -0.887526 2.644194 -1.662782 0.8 -0.1 0.0
H -2.217570 2.548070 -0.673944 -0.4 -0.2 0.5
H -0.292360 6.751944 -3.401120 1.0 -0.1 0.2
H -1.642724 6.407257 -2.804627 -0.7 0.0 0.4
C 2.754111 0.384831 1.217062 -1.0 1.6 -0.4
C 2.509128 0.233096 -0.343465 2.0 0.8 2.5
C 2.358919 1.627742 -0.980306 0.8 -0.6 -0.7
O 2.644497 1.512197 -2.402397 -0.7 0.2 0.4
C 2.080544 2.560607 -3.148279 -0.8 -0.8 -0.4
N 3.727953 -0.421374 -0.820490 0.4 -0.8 0.0
H 2.168145 1.272422 1.455671 -0.4 -0.1 0.9
H 3.760376 0.672149 1.521998 0.4 0.1 -0.7
H 2.522504 -0.454343 1.872981 -0.6 -0.1 -0.5
H 1.573285 -0.324396 -0.382196 0.3 -0.3 -0.8
H 3.084603 2.382539 -0.677413 0.4 -0.2 0.9
H 1.396982 2.025901 -0.657438 -0.4 0.1 -0.8
H 2.189752 2.416658 -4.223195 0.9 -0.3 0.0
H 2.454607 3.553746 -2.899581 -0.2 0.2 0.3
H 0.998464 2.439841 -3.097037 -0.4 0.8 0.6
H 4.498210 0.204728 -0.633931 0.1 1.2 -0.8
H 3.996069 -0.993287 -0.032376 -0.5 -1.4 -0.1
C -1.381653 3.917913 4.225400 0.1 -0.1 -0.1
C -2.781658 3.375378 3.943751 1.4 0.3 -1.4
C -3.100667 3.725967 2.455769 -2.5 0.0 1.5
O -4.573854 3.462546 2.302596 2.4 0.7 1.0
C -5.078956 3.819325 1.061944 -1.1 -1.1 -0.6
N -2.678833 1.936492 4.128969 -1.1 0.1 -0.4
H -0.957483 3.621980 5.184879 -0.5 0.1 0.3
H -1.304725 4.998811 4.107762 0.1 0.0 -0.1
H -0.742155 3.398718 3.511551 0.3 0.4 -0.3
H -3.534142 3.859900 4.565922 -0.1 -0.3 0.1
H -2.533594 3.114717 1.753700 0.1 0.2 0.0
H -3.000271 4.804791 2.336713 0.4 0.1 -0.5
H -4.459608 4.400756 0.378976 0.4 0.0 0.3
H -6.037965 4.327478 1.162798 0.0 0.4 0.3
H -5.341431 2.862419 0.610783 0.1 0.0 -0.9
H -1.919103 1.605320 3.551705 1.0 0.1 0.3
H -3.385325 1.560017 3.513163 -1.1 -0.5 0.5
```
Positions in Å, forces in eV/Å.

Properties
- Highest occupied orbital energy: -5.893 eV
- Orbital gap: 8.3 eV
- Relative energy (zero: lowest compared OMol25 entry of this formula, charge and spin): 436.5 kJ/mol
- Multiplicity: 1
- Total charge: -1
- Max |F|: 0.064 Eh/bohr

Mulliken atomic charge list, values in e, 99 entries: atom 1 (Cl): 1.38, atom 2 (O): -0.63, atom 3 (O): -0.54, atom 4 (O): -0.79, atom 5 (O): -0.56, atom 6 (C): -1.09, atom 7 (C): 0.62, atom 8 (C): 0.02, atom 9 (O): -0.33, atom 10 (C): -0.77, atom 11 (N): -0.81, atom 12 (H): 0.47, atom 13 (H): 0.27, atom 14 (H): 0.08, atom 15 (H): 0.24, atom 16 (H): 0.39, atom 17 (H): -0.46, atom 18 (H): 0.30, atom 19 (H): 0.28, atom 20 (H): 0.25, atom 21 (H): 0.28, atom 22 (H): 0.32, atom 23 (C): -1.19, atom 24 (C): 0.28, atom 25 (C): -0.65, atom 26 (O): -0.38, atom 27 (C): -0.68, atom 28 (N): -0.59, atom 29 (H): 0.38, atom 30 (H): 0.35, atom 31 (H): 0.19, atom 32 (H): 0.35, atom 33 (H): 0.30, atom 34 (H): 0.44, atom 35 (H): 0.09, atom 36 (H): 0.36, atom 37 (H): 0.35, atom 38 (H): -0.02, atom 39 (H): 0.40, atom 40 (C): -1.61, atom 41 (C): 0.72, atom 42 (C): -0.99, atom 43 (O): -0.31, atom 44 (C): -0.84, atom 45 (N): 0.25, atom 46 (H): 0.43, atom 47 (H): 0.21, atom 48 (H): 0.36, atom 49 (H): 0.17, atom 50 (H): 0.37, atom 51 (H): 0.46, atom 52 (H): 0.30, atom 53 (H): 0.35, atom 54 (H): 0.32, atom 55 (H): -0.11, atom 56 (H): 0.07, atom 57 (C): -1.63, atom 58 (C): 0.17, atom 59 (C): 0.42, atom 60 (O): -0.35, atom 61 (C): -0.99, atom 62 (N): -0.61, atom 63 (H): 0.39, atom 64 (H): 0.40, atom 65 (H): 0.31, atom 66 (H): 0.31, atom 67 (H): -0.77, atom 68 (H): 0.57, atom 69 (H): -0.07, atom 70 (H): 0.46, atom 71 (H): 0.68, atom 72 (H): 0.30, atom 73 (H): 0.28, atom 74 (C): -1.51, atom 75 (C): 0.91, atom 76 (C): -0.98, atom 77 (O): -0.17, atom 78 (C): -0.45, atom 79 (N): -0.80, atom 80 (H): 0.38, atom 81 (H): 0.24, atom 82 (H): 0.36, atom 83 (H): 0.05, atom 84 (H): 0.43, atom 85 (H): 0.30, atom 86 (H): 0.10, atom 87 (H): 0.05, atom 88 (H): 0.46, atom 89 (H): 0.28, atom 90 (H): 0.28, atom 91 (C): -1.81, atom 92 (C): 2.00, atom 93 (C): -0.11, atom 94 (O): -0.33, atom 95 (C): -0.49, atom 96 (N): -0.33, atom 97 (H): 0.36, atom 98 (H): 0.51, atom 99 (H): 0.29



> What is the formula in the first record?

C20H47BaN3O12Sr2